{
  "formula": "C38H42N2O6S2",
  "method": "the ωB97M-V functional and the def2-TZVPD basis",
  "species": ["S", "S", "O", "O", "O", "O", "O", "O", "N", "N", "C", "C", "C", "C", "C", "C", "C", "C", "C", "C", "C", "C", "C", "C", "C", "C", "C", "C", "C", "C", "C", "C", "C", "C", "C", "C", "C", "C", "C", "C", "C", "C", "C", "C", "C", "C", "C", "C", "H", "H", "H", "H", "H", "H", "H", "H", "H", "H", "H", "H", "H", "H", "H", "H", "H", "H", "H", "H", "H", "H", "H", "H", "H", "H", "H", "H", "H", "H", "H", "H", "H", "H", "H", "H", "H", "H", "H", "H", "H", "H"],
  "xyz": [[0.077, 1.804, 0.737], [-2.120, 2.055, 2.647], [-0.487, 2.041, -0.570], [-1.215, 2.882, 3.447], [5.070, -2.744, -1.732], [-0.280, -0.038, 2.663], [-2.821, 2.720, 1.548], [1.372, 1.074, 0.782], [1.747, -1.879, -0.870], [2.943, -2.559, -2.647], [2.532, 1.748, -3.002], [-2.872, -0.371, -0.416], [-1.137, 0.407, 1.541], [1.382, -4.823, -1.330], [-1.620, -0.542, 0.527], [0.114, 4.623, 0.990], [-4.164, -0.562, 0.089], [1.946, 5.840, 2.045], [0.758, 5.832, 1.295], [-5.211, -0.347, -2.098], [2.612, 1.039, -1.806], [0.894, -4.428, -3.731], [3.442, -2.667, -4.004], [-5.329, 1.876, 6.086], [-3.962, -0.137, -2.642], [3.851, -2.479, -1.617], [-3.492, 1.876, 4.017], [3.637, 1.779, -3.860], [0.709, 3.410, 1.355], [-4.720, 2.494, 3.816], [0.680, -1.551, -0.035], [-5.647, 2.439, 4.859], [3.088, -1.886, -0.397], [-3.058, 1.523, 5.299], [4.805, 1.120, -3.444], [-0.704, -3.602, -2.060], [-1.135, -0.903, 3.459], [3.712, -0.533, -0.145], [0.761, -3.846, -2.329], [-0.418, -0.848, -0.387], [4.858, 0.410, -2.242], [-5.290, -0.588, -0.746], [3.729, 0.303, -1.407], [-4.013, 1.475, 6.323], [1.805, 3.432, 2.246], [1.533, -2.467, -2.251], [2.465, 4.634, 2.550], [-2.797, -0.062, -1.833], [-1.997, 1.279, 5.485], [1.911, -4.772, -3.964], [-2.213, -0.725, 3.187], [1.299, -4.474, -0.295], [-1.279, -4.497, -2.291], [-6.619, 2.874, 4.690], [-3.683, 1.153, 7.312], [5.691, 1.159, -4.082], [2.439, -5.016, -1.550], [-6.265, -0.771, -0.293], [-6.061, 1.833, 6.893], [1.600, 2.268, -3.248], [1.761, 1.077, -1.132], [4.750, -0.695, 0.140], [0.244, -5.306, -3.787], [0.962, -1.527, 1.011], [4.021, -1.766, -4.257], [-1.818, -1.536, 1.162], [1.009, -1.709, -2.883], [-0.921, -0.700, 4.515], [0.330, 6.781, 0.931], [-0.861, 4.621, 0.501], [2.616, -2.802, -4.712], [-6.060, -0.456, -2.745], [-0.882, -3.341, -1.022], [4.145, -3.509, -4.039], [-1.865, 0.336, -2.241], [-1.074, -2.795, -2.692], [3.193, 0.006, 0.642], [2.143, 2.513, 2.728], [3.588, 2.304, -4.810], [-0.906, -1.928, 3.173], [-4.267, -0.583, 1.203], [0.850, -5.777, -1.419], [2.458, 6.780, 2.276], [0.552, -3.729, -4.502], [3.207, -2.590, 0.437], [-4.946, 2.975, 2.859], [-3.827, 0.041, -3.699], [-0.416, -0.499, -1.425], [3.376, 4.632, 3.173], [5.785, -0.102, -1.949]],
  "mulliken_charge": [1.7075, 1.3956, -0.7574, -0.5342, -0.7419, -0.3132, -0.6022, -0.2435, 1.0540, 0.9903, -0.8951, -0.3287, -0.5543, -1.7388, 1.4507, -0.0601, -0.2506, -0.2628, -0.9066, -0.6216, 0.1808, -2.0363, -1.2222, -0.4340, -0.7614, 0.0274, 0.1163, -0.5864, 0.0398, -0.3613, -1.3613, -0.4985, -0.0974, -0.3806, -0.7629, -1.8049, -0.9104, -1.2819, 2.2969, -0.4739, -0.5312, -0.6100, 0.2721, -0.6204, -0.4724, -1.3994, -0.8062, -0.1033, 0.4292, 0.4190, 0.5148, 0.1792, 0.5956, 0.3836, 0.3548, 0.3646, 0.3342, 0.3840, 0.3787, 0.4775, 0.5600, 0.7236, 0.4941, 0.7108, 0.2558, 0.6933, 0.7185, 0.2695, 0.3756, 0.4995, 0.4148, 0.4016, 0.1271, 0.3400, 0.4768, 0.3706, 0.2751, 0.3785, 0.4223, 0.3048, 0.1950, 0.4846, 0.3810, 0.3451, 0.6415, 0.4600, 0.4056, -0.4664, 0.3788, 0.3432],
  "orbital_gap_ev": 7.0,
  "homo_ev": -7.8,
  "energy_ev": -77016.6882,
  "multiplicity": 1,
  "lumo_ha": -0.02806,
  "smiles": "COC([C@H](/C=C/N1[C@H](Cc2ccccc2)C(=O)N(C)[C@H]1C(C)(C)C)c1ccccc1)(S(=O)(=O)c1ccccc1)S(=O)(=O)c1ccccc1"
}